(1)
Density functional theory data (ωB97M-V/def2-TZVPD) for a molecular structure, C28H31ClN3O2STi at a distorted geometry.

XYZ file:
```
67
Properties=species:S:1:pos:R:3
Ti 0.492 0.397 -0.804
C 0.445 0.725 -4.993
C 0.246 1.126 -3.566
O 0.645 0.320 -2.693
C -0.353 2.401 -3.228
C -0.616 3.361 -4.223
C -1.102 4.605 -3.908
C -1.369 4.927 -2.576
C -1.157 4.001 -1.581
C -0.648 2.734 -1.876
O -0.446 1.870 -0.890
H -0.523 0.538 -5.463
H 1.033 -0.188 -5.025
H 0.955 1.505 -5.556
H -0.416 3.120 -5.257
H -1.279 5.330 -4.690
H -1.746 5.908 -2.318
H -1.388 4.222 -0.547
N 1.594 -1.501 -0.787
C 1.638 -2.332 0.451
C 1.882 -1.475 1.684
C 0.647 -0.733 2.196
N -0.017 0.137 1.185
H 1.120 -2.029 -1.519
H 2.544 -1.353 -1.113
H 2.429 -3.080 0.372
H 0.692 -2.865 0.543
H 2.666 -0.760 1.468
H 2.234 -2.112 2.497
H 0.955 -0.129 3.050
H -0.077 -1.472 2.545
H -0.114 1.076 1.562
H -1.002 -0.214 1.073
C -3.702 -0.154 3.073
C -3.300 -1.456 2.446
C -3.551 -2.669 3.130
C -3.134 -3.840 2.576
C -2.497 -3.833 1.312
C -2.060 -5.016 0.683
C -1.451 -4.952 -0.538
C -1.254 -3.714 -1.169
C -1.638 -2.524 -0.583
S -1.442 -1.033 -1.510
C -2.285 -2.574 0.692
N -2.675 -1.419 1.292
H -4.700 -0.238 3.501
H -3.690 0.647 2.337
H -3.017 0.100 3.887
H -4.052 -2.646 4.088
H -3.280 -4.786 3.084
H -2.240 -5.966 1.169
H -1.115 -5.856 -1.028
H -0.797 -3.682 -2.150
Cl 3.709 2.548 4.716
C 3.341 2.249 3.054
C 2.258 2.881 2.461
C 1.965 2.644 1.129
C 2.726 1.749 0.358
C 2.368 1.432 -1.037
C 3.836 1.162 0.981
C 4.147 1.402 2.307
H 1.669 3.575 3.046
H 1.147 3.185 0.669
H 3.182 0.935 -1.565
H 2.069 2.327 -1.590
H 4.486 0.520 0.397
H 5.013 0.943 2.763
```

- HOMO level: -10.3 eV
- Orbital gap: 6.50 eV
- ΔE to the lowest compared entry with this formula, charge and spin: 12.9 kcal/mol
- Total charge: +1
- Maximum force: 2.52 eV/Å

***

(2)
Density functional theory data (ωB97M-V/def2-TZVPD) for a molecular structure, C3H6N2O2 at a distorted geometry.

XYZ file:
```
13
Properties=species:S:1:pos:R:3
C -1.323 -1.678 1.130
C -0.613 -0.419 -0.978
C 1.217 1.146 -0.860
H -1.641 -1.392 2.125
H -0.129 -2.138 1.494
H -2.263 -2.359 0.605
H 0.296 0.814 0.900
H -1.221 -0.789 -1.857
H 2.125 1.377 -1.373
N -0.802 -0.461 0.249
N 0.467 0.162 -1.413
O 0.368 -0.189 1.065
O 0.818 1.724 0.249
```

- HOMO level: -9.5 eV
- Orbital gap: 9.73 eV
- ΔE to the lowest compared entry with this formula, charge and spin: 163.6 kcal/mol
- Total charge: 0
- Maximum force: 10.16 eV/Å

***

(3)
Density functional theory data (ωB97M-V/def2-TZVPD) for a molecular structure, C7H10AsF6K3NO7S at a distorted geometry.

XYZ file:
```
36
Properties=species:S:1:pos:R:3
K 0.667 2.715 -4.664
K 3.093 2.700 0.876
K -0.442 3.954 0.046
As 5.378 0.298 -0.934
F 4.844 0.902 0.638
F 4.189 1.369 -1.725
F 5.797 -0.426 -2.462
F 6.553 -0.731 -0.139
F 4.194 -0.965 -0.687
F 6.443 1.642 -1.200
O 0.798 -0.340 -1.732
C 0.511 0.981 -1.558
O 1.224 1.658 -0.774
O -0.383 1.502 -2.267
H 1.389 -0.483 -0.963
C -1.113 -2.619 -0.100
C -1.904 -3.088 1.096
O -1.380 -2.262 2.142
S 0.232 -2.051 1.955
O 1.023 -2.953 2.706
O 0.550 -0.648 1.987
O 0.219 -2.555 0.402
H -1.391 -1.631 -0.463
H -1.145 -3.426 -0.832
H -1.719 -4.130 1.359
H -2.966 -2.881 0.986
N -2.758 1.430 -0.274
C -2.392 1.060 0.974
C -3.436 1.206 1.851
C -4.537 1.533 1.018
C -4.124 1.779 -0.282
H -2.247 1.213 -1.119
H -1.356 0.775 1.117
H -3.646 0.985 2.883
H -5.561 1.490 1.359
H -4.601 1.997 -1.220
```

- HOMO level: -11.2 eV
- Orbital gap: 6.72 eV
- Total charge: +1
- Maximum force: 2.27 eV/Å

***

(4)
Density functional theory data (ωB97M-V/def2-TZVPD) for 13 unconnected molecules or ions with the total composition C27H80N2O13 at a distorted geometry.

XYZ file:
```
122
Properties=species:S:1:pos:R:3
C -2.110 -1.606 4.454
O -1.194 -0.691 3.929
H -2.339 -1.362 5.461
H -1.645 -2.550 4.424
H -2.997 -1.643 3.878
H -0.419 -1.142 3.577
C -3.764 1.128 -2.201
O -4.445 1.741 -3.315
H -2.895 0.563 -2.534
H -4.467 0.488 -1.659
H -3.413 1.836 -1.508
H -4.600 1.112 -4.033
C 3.591 2.132 -2.122
O 4.618 1.904 -1.151
H 3.859 1.907 -3.163
H 3.449 3.174 -2.204
H 2.550 1.838 -1.954
H 5.398 1.627 -1.623
C -1.987 4.040 1.555
O -2.347 3.018 0.773
H -0.945 4.319 1.266
H -1.887 3.547 2.532
H -2.665 4.870 1.504
H -1.713 2.373 0.991
C -3.695 0.073 1.164
O -4.805 -0.647 1.623
H -3.000 0.214 1.958
H -4.001 1.097 0.894
H -3.210 -0.378 0.247
H -4.960 -0.187 2.432
C -0.244 2.856 4.837
O 0.693 3.845 4.711
N -1.505 3.180 5.065
N 0.029 1.595 4.712
H -1.699 4.210 5.231
H -2.164 2.433 5.143
H 0.988 1.259 4.428
H -0.583 0.769 4.583
C 2.464 -1.673 0.737
C 2.884 -1.073 -0.509
C 4.409 -1.166 -0.777
O 2.409 -1.610 -1.515
H 1.634 -2.210 0.629
H 2.285 -1.057 1.533
H 3.163 -2.439 1.171
H 2.650 -0.070 -0.342
H 4.936 -0.790 0.093
H 4.746 -0.537 -1.599
H 4.666 -2.213 -0.854
H 1.645 -1.163 -1.882
C -0.876 2.892 -2.403
C -1.347 3.141 -3.858
C -1.327 4.562 -4.294
O -0.674 2.568 -4.764
H -0.615 1.765 -2.339
H -1.750 2.972 -1.739
H 0.078 3.376 -2.132
H -2.385 2.880 -4.058
H -0.332 4.866 -4.049
H -1.987 5.049 -3.600
H -1.469 4.764 -5.319
H -1.211 2.420 -5.572
C -1.033 -0.490 -3.765
C 0.326 -0.398 -4.297
C 0.382 -0.425 -5.833
O 0.890 0.640 -3.904
H -1.031 -0.508 -2.696
H -1.470 -1.448 -4.122
H -1.586 0.343 -4.175
H 1.071 -1.179 -3.955
H 0.007 0.554 -6.246
H -0.205 -1.262 -6.124
H 1.401 -0.512 -6.225
H 0.396 1.398 -4.158
C -0.286 0.369 -0.182
C 0.248 1.044 1.014
C 0.810 2.413 0.609
O -0.709 1.322 1.777
H -0.565 -0.623 0.069
H 0.500 0.463 -1.047
H -1.264 0.641 -0.610
H 0.944 0.498 1.719
H 0.258 3.068 -0.029
H 1.709 2.353 -0.015
H 1.239 3.050 1.414
H -0.362 1.740 2.570
C -1.869 -2.808 1.080
C -2.562 -4.055 1.476
C -2.174 -5.349 0.733
O -2.390 -4.399 2.671
H -0.780 -3.051 1.166
H -2.082 -1.967 1.744
H -2.192 -2.508 0.071
H -3.605 -3.915 1.266
H -2.686 -6.199 1.078
H -1.168 -5.582 0.827
H -2.323 -5.225 -0.336
H -3.067 -3.975 3.242
C 3.450 1.782 2.821
C 3.616 0.591 3.749
C 4.469 0.885 4.999
O 2.517 0.132 4.118
H 4.387 2.179 2.372
H 2.931 2.597 3.332
H 2.855 1.415 2.037
H 4.008 -0.267 3.214
H 3.928 1.321 5.876
H 5.361 1.438 4.694
H 4.817 -0.109 5.382
H 2.554 -0.660 4.685
C 0.029 -3.312 -1.749
C 0.924 -4.499 -1.390
C 0.436 -5.759 -2.079
O 2.120 -4.348 -1.648
H 0.167 -3.018 -2.741
H 0.085 -2.462 -1.115
H -1.054 -3.650 -1.713
H 0.881 -4.633 -0.309
H 0.324 -5.636 -3.080
H -0.585 -5.963 -1.754
H 1.145 -6.581 -1.843
H 2.335 -3.645 -1.155
```

- HOMO level: -9.1 eV
- Orbital gap: 9.13 eV
- ΔE to the lowest compared entry with this formula, charge and spin: 94.4 kcal/mol
- Total charge: 0
- Maximum force: 11.45 eV/Å

***

- The highest orbital gap belongs to which entry?
  C3H6N2O2